Entry i
The following is a DFT calculation (wB97M-V/def2-TZVPD) of a cluster of 2 separate species, CH3NO2P in total.

Each line ends with the Löwdin charge.
Element x y z (Å)
C1 1.539 0.489 0.713  -0.11
N1 1.151 0.031 -0.452  -0.01
O1 -1.653 -1.519 0.524  -0.65
O2 -1.993 0.533 -0.892  -0.60
P1 -1.901 0.027 0.497  0.40
H1 0.754 0.693 1.505  -0.05
H2 0.281 -0.221 -0.764  -0.02
H3 1.823 -0.033 -1.131  0.03

* E_LUMO: 4.50 eV
* 2S+1: 1
* net charge: -1
* E_HOMO: -0.1536 Eh
* frontier orbital gap: 8.68 eV

---

Entry ii
The following is a DFT calculation (wB97M-V/def2-TZVPD) of a cluster of 2 separate species, CH3NO2P in total.

Each line ends with the Löwdin charge.
Element x y z (Å)
C1 1.338 0.540 0.040  -0.15
N1 0.278 -0.222 0.077  -0.09
O1 -4.249 0.601 0.136  -0.61
O2 -2.870 -1.395 -0.169  -0.55
P1 -2.830 0.084 -0.172  0.46
H1 0.878 1.532 0.355  -0.03
H2 -0.763 0.150 -0.046  -0.06
H3 0.586 -1.136 -0.054  0.02

* E_LUMO: 4.47 eV
* 2S+1: 1
* net charge: -1
* E_HOMO: -0.1682 Eh
* frontier orbital gap: 9.04 eV

---

Short version: entry ii is the least stable of them.